# C25H37DyFN4O3S2

A molecular structure, C25H37DyFN4O3S2 at a distorted geometry (ωB97M-V with the def2-TZVPD basis set, OMol25).

```
73
Properties=species:S:1:pos:R:3:forces:R:3
Dy 1.15394 -0.15919 -0.13756 0.1341 0.0777 0.2644
S -0.17157 -2.52653 -0.61812 0.7734 -0.0785 -0.5381
S -0.07435 2.27184 -0.46620 0.6017 0.4186 -0.5566
C 1.54667 -3.18166 -0.34087 -0.5071 -0.4703 0.1552
C -0.19921 -2.46684 -2.46543 -0.3289 -0.2953 0.0762
C 0.51806 -1.29137 -3.11695 0.0554 0.2598 0.2113
N 0.14633 -0.06574 -2.37046 -0.3980 0.0527 -0.2038
C 0.47292 1.21186 -3.04869 0.0406 -0.2181 0.1024
C -0.25008 2.32300 -2.30091 -0.3687 0.1190 0.1326
H -1.27321 -2.41991 -2.69198 0.2446 -0.1288 -0.0370
H 0.18852 -3.42899 -2.80958 -0.1577 0.1417 -0.0687
H 0.21794 -1.18968 -4.17364 0.1432 -0.2667 0.2941
H 1.61613 -1.40486 -3.08996 -0.3112 0.0173 -0.0424
H 0.14022 1.17512 -4.09974 0.1556 0.1977 0.2926
H 1.56821 1.34605 -3.04230 -0.3173 -0.0010 -0.0242
H -1.33497 2.23647 -2.44850 0.2421 0.1209 -0.1429
H 0.07222 3.31557 -2.62708 -0.1523 -0.1468 0.0113
C 1.47144 3.25463 -0.29282 -0.3230 0.2993 0.1316
H -0.87443 -0.08750 -2.22145 0.3903 0.0113 -0.2343
H 2.26490 2.99239 -1.00162 -0.3098 -0.1116 0.1110
H 1.83486 3.12544 0.73084 -0.0740 0.0932 -0.1672
H 1.14345 4.28779 -0.44775 0.3632 -0.1486 0.1051
H 1.91942 -2.85151 0.64241 -0.1473 -0.1374 -0.2527
H 2.27731 -2.94503 -1.12662 -0.3441 0.0875 0.1110
H 1.37706 -4.26287 -0.30931 0.5098 0.1955 0.0737
C -3.82160 0.06510 0.30815 0.2311 -0.0632 0.3773
C -3.35145 0.05752 1.56186 0.5393 0.0047 -0.7637
H -4.04458 -0.86607 -0.22004 -0.0161 0.2868 0.2086
H -4.02502 0.99456 -0.22831 -0.0133 -0.2386 0.2231
H -3.10376 -0.88043 2.06340 -0.3014 0.2243 -0.0428
H -3.07476 0.98126 2.07494 -0.3166 -0.2201 -0.0712
F -1.88681 -0.03697 6.23120 1.2554 -0.2880 -0.0432
C -0.53443 -0.05880 5.96988 -1.0666 0.0978 -0.4638
C -0.15420 -0.08630 4.63932 0.6264 -0.0375 0.8312
C 1.21725 0.07555 4.30856 0.0519 -0.0500 0.4452
C 1.68761 0.09573 2.95699 0.8277 -0.0060 -0.9028
O 0.85197 -0.12900 1.97296 0.2055 -0.0323 0.4893
C 3.07174 0.38063 2.70308 -0.6104 0.4254 0.2804
C 3.86114 0.76027 3.78192 -0.6923 -1.7439 1.0994
N 3.49800 0.44861 5.06656 -1.4079 0.7315 -2.2790
C 4.47930 0.53911 6.07246 1.1326 0.2780 1.3380
C 5.91750 0.37074 5.67830 0.1943 -0.0819 0.0038
C 5.36685 1.73079 5.97714 0.5929 0.6796 0.3588
C 2.14752 0.23368 5.36525 0.2062 0.1745 0.0947
C 1.72458 0.24619 6.70460 -0.8167 -0.4957 0.1098
C 0.37361 0.03853 7.06290 0.9823 0.3222 -0.0382
N 0.02900 -0.02028 8.43159 0.2922 -0.0429 -0.2843
C 0.66724 0.89243 9.37642 0.1138 0.4752 -0.1085
C 0.88166 0.27359 10.75915 0.6315 -0.0865 -0.8107
N -0.41111 -0.27525 11.20047 -0.4310 0.1613 1.1083
C -1.03588 -1.24571 10.28757 0.1104 -0.5295 -1.0886
C -1.22805 -0.55487 8.92970 -0.5120 0.0901 -0.2192
C 3.85362 0.25602 1.38806 1.8168 0.2007 -0.0010
O 5.07876 0.19891 1.45722 -2.1912 0.1701 -0.0812
O 3.18251 0.20057 0.24351 -0.3289 -0.1630 0.5841
H -0.86829 -0.23718 3.83843 -0.1173 0.2026 0.2260
H 4.85508 1.16834 3.62937 -0.1945 -0.4207 -0.1284
H 4.22448 0.15783 7.06128 -0.1238 0.1452 -0.6172
H 6.57502 -0.05160 6.43653 -0.1559 -0.0440 -0.3606
H 6.11288 0.08685 4.64321 0.1638 0.0368 0.3896
H 5.19392 2.42231 5.14890 0.0090 -0.1915 0.3748
H 5.67291 2.20953 6.90191 0.0264 -0.0239 -0.1994
H 2.45871 0.39791 7.48864 -0.2981 -0.1604 -0.2610
H 0.04532 1.80470 9.51119 0.1591 -0.2793 -0.1318
H 1.63024 1.22588 8.98235 -0.2669 0.0072 0.2592
H 1.59765 -0.54989 10.75579 -0.0259 0.0493 -0.1188
H 1.20698 1.01961 11.48628 -0.0636 -0.0273 -0.1130
H -0.29949 -0.70489 12.12318 -0.1929 0.2322 0.0734
H -1.05799 0.50999 11.26755 -0.1851 0.1330 0.4879
H -1.98905 -1.56376 10.71417 0.0747 0.1144 -0.0688
H -0.36959 -2.10765 10.23281 -0.0378 0.0249 -0.1245
H -1.96578 0.26670 9.07591 0.1525 -0.3751 -0.1930
H -1.64291 -1.27028 8.20848 0.0552 0.2441 0.3473
```
Positions in Å, forces in eV/Å.

For the gap between HOMO and LUMO (alpha / beta), the calculation gives 7.862 / 7.896 eV. Its molar mass is 687.2 Da. Its net charge is +3. As for the spin multiplicity: 6. Its expectation value of S² is 9.34. The strongest force on any atom comes out at 2.78 eV/Å.